[1]
The following is a quantum chemistry calculation of the molecule C2H5N3S in a non-equilibrium geometry, from the OMol25 dataset.

CARTESIAN COORDINATES (ANGSTROEM)
C (-1.09953, -1.29887, 0.36170)
N (-1.41163, -0.47326, -0.59081)
N (-0.87290, 0.79260, -0.55512)
C (0.28040, 1.29866, 0.07970)
N (1.43671, 0.82131, 0.28098)
S (1.85627, -0.67344, -0.49784)
H (-0.39245, -1.12949, 1.16879)
H (-1.66700, -2.22701, 0.29165)
H (-1.12599, 1.45364, -1.27761)
H (0.08964, 2.36581, 0.45062)
H (2.90647, -0.92996, 0.28795)

Computed properties:
ΔE to the lowest compared entry with this formula, charge and spin: 303.0 kJ/mol
E_LUMO: 0.840 eV
maximum force: 0.03786 Eh/bohr
net charge: 0
frontier orbital gap: 0.3575 Ha
electronic energy: -641.5686 hartree

natural (NBO) atomic charge list, values in e, 8 entries: -0.159, -0.216, -0.492, 0.218, -0.572, 0.156, 0.179, 0.194

[2]
The following is a quantum chemistry calculation of the molecule C2H5N3Si in a non-equilibrium geometry, from the OMol25 dataset.

CARTESIAN COORDINATES (ANGSTROEM)
C (0.43208, 1.95414, -1.60689)
C (1.43589, 0.91348, -0.01025)
N (1.63710, 1.74736, -0.99578)
N (-0.64755, 1.44242, -1.22207)
N (0.25332, 0.46117, 0.27846)
Si (-0.73933, -0.91477, 0.60449)
H (0.41960, 2.61022, -2.46770)
H (2.27465, 0.64090, 0.61705)
H (-0.20810, -1.46504, 1.85113)
H (-0.62627, -1.87901, -0.48556)
H (-2.07955, -0.37762, 0.73866)

Computed properties:
ΔE to the lowest compared entry with this formula, charge and spin: 192.5 kJ/mol
E_LUMO (spin up / spin down): -0.404 / -0.404 eV
maximum force: 0.07999 Eh/bohr
net charge: 0
frontier orbital gap (spin up / spin down): 0.3477 / 0.3477 Ha
electronic energy: -532.8826 hartree

natural (NBO) atomic charge list, values in e, 8 entries: 0.141, 0.288, -0.546, -0.199, -0.723, 1.109, 0.233, 0.211

[3]
The following is a quantum chemistry calculation of the ion C2H5N4 with charge +1 in a non-equilibrium geometry, from the OMol25 dataset.

CARTESIAN COORDINATES (ANGSTROEM)
C (-3.19632, -0.07366, -0.03561)
C (0.21697, 0.25443, -0.01289)
N (-4.19524, -0.59670, -0.18851)
N (1.14437, -0.67296, -0.08820)
N (-2.14057, 0.81861, 0.28072)
N (-1.04259, -0.01356, 0.23571)
H (0.35853, 1.21310, -0.48951)
H (2.10567, -0.30774, -0.04891)
H (0.94929, -1.57926, 0.36486)
H (-2.06584, 1.73669, -0.06609)
H (-1.27596, -0.93617, 0.67974)

Computed properties:
ΔE to the lowest compared entry with this formula, charge and spin: 142.0 kJ/mol
E_LUMO (spin up / spin down): -3.903 / -8.559 eV
<S²>: 2.01
maximum force: 0.14750 Eh/bohr
net charge: +1
frontier orbital gap (spin up / spin down): 0.2622 / 0.2861 Ha
electronic energy: -297.7363 hartree
2S+1: 3

natural (NBO) atomic charge list, values in e, 8 entries: 0.308, -0.071, -0.129, -0.609, -0.268, -0.166, 0.203, 0.441

[4]
The following is a quantum chemistry calculation of the ion C2H5N4O with charge +1 in a non-equilibrium geometry, from the OMol25 dataset.

CARTESIAN COORDINATES (ANGSTROEM)
N (2.15919, 0.01631, -0.14814)
C (0.83118, 0.06603, -0.07545)
N (0.06424, -0.97890, -0.42957)
C (-1.17345, -0.56879, -0.22287)
O (-2.24109, -1.29514, -0.48779)
N (-1.22100, 0.67612, 0.24278)
N (0.07290, 1.09001, 0.33870)
H (2.58085, -0.89108, -0.10118)
H (2.74650, 0.81862, -0.25184)
H (-2.17158, -2.13271, -0.01511)
H (-2.03801, 1.21496, 0.48053)
H (0.39026, 1.98459, 0.66992)

Computed properties:
ΔE to the lowest compared entry with this formula, charge and spin: 0.0 kJ/mol
E_LUMO: -3.191 eV
maximum force: 0.02284 Eh/bohr
net charge: +1
frontier orbital gap: 0.4210 Ha
electronic energy: -373.2348 hartree

natural (NBO) atomic charge list, values in e, 8 entries: -0.764, 0.586, -0.495, 0.701, -0.619, -0.362, -0.360, 0.441

[5]
The following is a quantum chemistry calculation of the ion C2H5N4S with charge +1 in a non-equilibrium geometry, from the OMol25 dataset.

CARTESIAN COORDINATES (ANGSTROEM)
N (1.84828, -0.84530, -0.19168)
C (0.82343, -0.11587, 0.15884)
N (0.51981, 0.82893, 0.91771)
C (-0.83386, 1.33896, 0.59310)
N (-1.40783, 0.50649, -0.39287)
N (-0.48075, -0.31387, -0.63586)
S (-0.41653, -1.38026, -1.91023)
H (1.76065, -1.85235, -0.27769)
H (2.85752, -0.57989, -0.05251)
H (-1.43956, 1.17109, 1.46121)
H (-1.33030, 2.34537, 0.41752)
H (-1.68063, -1.21794, -2.30137)

Computed properties:
ΔE to the lowest compared entry with this formula, charge and spin: 299.6 kJ/mol
E_LUMO: -5.675 eV
maximum force: 0.07227 Eh/bohr
net charge: +1
frontier orbital gap: 0.3414 Ha
electronic energy: -696.0602 hartree

natural (NBO) atomic charge list, values in e, 8 entries: -0.813, 0.541, -0.358, -0.196, 0.002, -0.223, 0.367, 0.432

[6]
The following is a quantum chemistry calculation of the molecule C2H5N5 in a non-equilibrium geometry, from the OMol25 dataset.

CARTESIAN COORDINATES (ANGSTROEM)
H (-0.98554, -2.02070, -1.23035)
N (0.02927, -1.66411, -1.24372)
C (0.22218, -0.68369, -0.49013)
N (1.39501, -0.23858, 0.03865)
N (1.35655, 0.90994, 0.72048)
N (0.14289, 1.24348, 0.73002)
N (-0.58084, 0.29692, 0.09275)
C (-1.99390, 0.33586, 0.19081)
H (2.21429, -0.87337, -0.19185)
H (-2.27040, 1.34646, 0.62732)
H (-2.24211, -0.47059, 0.99786)
H (-2.48605, 0.27158, -0.77447)

Computed properties:
ΔE to the lowest compared entry with this formula, charge and spin: 259.8 kJ/mol
E_LUMO: 0.845 eV
maximum force: 0.09628 Eh/bohr
net charge: 0
frontier orbital gap: 0.3509 Ha
electronic energy: -352.9158 hartree

natural (NBO) atomic charge list, values in e, 8 entries: 0.360, -0.797, 0.519, -0.427, -0.022, -0.037, -0.268, -0.427

[7]
The following is a quantum chemistry calculation of the molecule C2H5N5O in a non-equilibrium geometry, from the OMol25 dataset.

CARTESIAN COORDINATES (ANGSTROEM)
N (1.60231, 0.56191, -1.75069)
C (0.51604, 0.43542, -0.91601)
N (-0.53573, 0.18083, -1.36216)
C (-1.30446, -0.43037, -0.30487)
O (-2.21828, -1.22395, -0.26656)
N (-0.58454, 0.08466, 0.81724)
N (-0.75114, -0.19732, 2.20707)
N (0.80156, 0.34332, 0.55626)
H (1.35499, 0.34337, -2.66194)
H (2.21351, 1.27106, -1.62517)
H (-1.81958, 0.30751, 2.48288)
H (-0.85204, -1.23429, 1.96475)
H (1.57736, -0.44213, 0.85920)

Computed properties:
ΔE to the lowest compared entry with this formula, charge and spin: 316.8 kJ/mol
E_LUMO: 0.476 eV
maximum force: 0.22427 Eh/bohr
net charge: 0
frontier orbital gap: 0.3499 Ha
electronic energy: -428.1025 hartree

natural (NBO) atomic charge list, values in e, 8 entries: -0.803, 0.586, -0.546, 0.748, -0.563, -0.212, -0.633, -0.481

[8]
The following is a quantum chemistry calculation of the molecule C2H5N5O in a non-equilibrium geometry, from the OMol25 dataset.

CARTESIAN COORDINATES (ANGSTROEM)
N (-0.20050, 1.72803, -0.11159)
C (0.58878, 0.68850, -0.38342)
N (1.89972, 0.57466, 0.09105)
N (2.05640, -0.69414, 0.10967)
N (0.88405, -1.49437, -0.10343)
C (-0.04250, -0.60687, -0.36788)
N (-1.36197, -0.83488, -0.58157)
O (-2.10505, -0.25298, 0.46993)
H (-1.12147, 1.41998, 0.21027)
H (-0.19033, 2.55362, -0.69824)
H (2.79875, -1.00506, 0.68905)
H (-1.63717, -1.81293, -0.62574)
H (-1.56871, -0.26356, 1.30190)

Computed properties:
ΔE to the lowest compared entry with this formula, charge and spin: 315.1 kJ/mol
E_LUMO: 0.798 eV
maximum force: 0.08662 Eh/bohr
net charge: 0
frontier orbital gap: 0.3313 Ha
electronic energy: -428.1031 hartree

natural (NBO) atomic charge list, values in e, 8 entries: -0.850, 0.203, -0.198, -0.181, -0.281, 0.179, -0.318, -0.567

[9]
The following is a quantum chemistry calculation of the molecule C2H5N5O in a non-equilibrium geometry, from the OMol25 dataset.

CARTESIAN COORDINATES (ANGSTROEM)
H (-2.33957, 2.03785, 1.00049)
N (-1.34479, 2.14860, 1.16167)
C (-0.70348, 1.27468, 0.55414)
N (-1.19033, 0.17910, -0.16749)
C (-0.11441, -0.66473, -0.42243)
N (-0.04118, -1.86361, -0.78918)
H (-0.94852, -2.31156, -0.95874)
N (1.03456, 0.14772, -0.34157)
N (2.20654, -0.42258, 0.10155)
O (0.65348, 1.24969, 0.47882)
H (-2.14543, -0.10715, -0.16216)
H (2.86227, -0.25558, -0.68835)
H (2.07086, -1.41245, 0.23326)

Computed properties:
ΔE to the lowest compared entry with this formula, charge and spin: 173.9 kJ/mol
E_LUMO: 0.551 eV
maximum force: 0.03333 Eh/bohr
net charge: 0
frontier orbital gap: 0.3630 Ha
electronic energy: -428.1569 hartree

natural (NBO) atomic charge list, values in e, 8 entries: 0.344, -0.711, 0.673, -0.650, 0.536, -0.737, 0.357, -0.024

[10]
The following is a quantum chemistry calculation of a structure of composition C2H5N5O in a non-equilibrium geometry, from the OMol25 dataset.

CARTESIAN COORDINATES (ANGSTROEM)
C (2.01124, -0.34801, 0.29557)
C (-1.00550, 0.72468, -0.33010)
H (3.01610, -0.41647, 0.00424)
H (2.02303, 0.62386, 0.85934)
H (1.45849, -1.29475, 1.08088)
H (-3.10860, 0.03977, 0.14445)
H (-0.23130, 2.49287, -0.01216)
N (-0.05901, -0.28608, -0.64601)
N (-0.43070, -1.54126, -0.28800)
N (-1.74848, -1.61823, -0.08510)
N (-2.09840, -0.27652, -0.11311)
N (-1.07965, 1.91681, -0.05582)
O (1.25275, -0.01666, -0.85420)

Computed properties:
ΔE to the lowest compared entry with this formula, charge and spin: 507.8 kJ/mol
E_LUMO: 0.871 eV
maximum force: 0.11958 Eh/bohr
net charge: 0
frontier orbital gap: 0.3552 Ha
electronic energy: -428.0297 hartree

natural (NBO) atomic charge list, values in e, 8 entries: -0.276, 0.528, 0.203, 0.171, 0.219, 0.422, 0.381, -0.011

[11]
The following is a quantum chemistry calculation of the molecule C2H5N5O2 in a non-equilibrium geometry, from the OMol25 dataset.

CARTESIAN COORDINATES (ANGSTROEM)
C (1.24369, 0.67790, -0.24037)
C (-1.23949, 0.85101, -0.02205)
N (-0.02568, 1.36201, -0.35992)
N (1.29025, -0.46569, 0.40145)
N (-1.55745, -0.29542, -0.74209)
N (2.50067, -1.03945, 0.50766)
N (-2.39574, -1.13007, -0.20020)
O (2.15785, 1.39053, -0.60928)
O (-1.99190, 1.36569, 0.84533)
H (-0.08281, 2.34272, -0.49101)
H (3.30094, -0.72608, 0.02111)
H (2.48903, -1.89774, 1.08338)
H (-2.67431, -0.90144, 0.72667)
H (-3.01506, -1.53399, -0.92065)

Computed properties:
ΔE to the lowest compared entry with this formula, charge and spin: 207.4 kJ/mol
E_LUMO (spin up / spin down): -0.583 / -1.246 eV
maximum force: 0.10752 Eh/bohr
net charge: 0
frontier orbital gap (spin up / spin down): 0.3134 / 0.2687 Ha
electronic energy: -503.3700 hartree

natural (NBO) atomic charge list, values in e, 8 entries: 0.706, 0.692, -0.661, -0.273, -0.259, -0.482, -0.495, -0.607

[12]
The following is a quantum chemistry calculation of a structure of composition C2H5N5S in a non-equilibrium geometry, from the OMol25 dataset.

CARTESIAN COORDINATES (ANGSTROEM)
C (0.07388, 1.84161, 0.17428)
C (0.61437, -1.40598, -0.10659)
H (-0.70335, 2.54100, -0.46395)
H (-0.38129, 1.40433, 1.40038)
H (1.18980, 2.42650, 0.13018)
H (-0.47189, -2.95395, -0.09169)
H (-2.28083, -0.33217, 0.88022)
N (0.28574, 0.59002, -0.64659)
N (1.72198, 0.39733, -0.48212)
N (1.91921, -0.85433, -0.32352)
N (0.52129, -2.70615, 0.01541)
N (-0.39385, -0.43833, -0.05704)
S (-2.09505, -0.50987, -0.42900)

Computed properties:
ΔE to the lowest compared entry with this formula, charge and spin: 443.5 kJ/mol
E_LUMO: -0.334 eV
maximum force: 0.11716 Eh/bohr
net charge: 0
frontier orbital gap: 0.3186 Ha
electronic energy: -750.9728 hartree

natural (NBO) atomic charge list, values in e, 8 entries: -0.486, 0.447, 0.229, 0.209, 0.256, 0.334, 0.132, -0.173